# 1
This record from the Open Molecules 2025 dataset describes a 8-piece molecular cluster, C28H78N6O10 overall at a distorted geometry. The level of theory is ωB97M-V/def2-TZVPD.

Atoms and positions in Å:
C -2.6208 -3.6805 -1.9691
C -2.1507 -2.8325 -3.1571
C -0.7300 -3.1801 -3.5621
O 0.1311 -3.0063 -2.4669
C 1.4480 -3.4794 -2.7024
N -3.0431 -3.0060 -4.3055
H -1.9341 -3.5678 -1.1245
H -2.6068 -4.7423 -2.2378
H -3.6262 -3.4187 -1.6406
H -2.2351 -1.7841 -2.8543
H -0.4899 -2.4981 -4.3867
H -0.7014 -4.2332 -3.8670
H 1.4145 -4.4117 -3.2862
H 1.9905 -3.5848 -1.7725
H 1.9181 -2.8237 -3.4521
H -2.7725 -3.8730 -4.7624
H -4.0160 -3.0772 -4.0501
C 0.4541 -5.2850 4.2117
C -1.0429 -5.1029 4.3645
C -1.4857 -4.0229 3.3847
O -0.8125 -2.7620 3.5801
C -1.1528 -2.1282 4.7868
N -1.7538 -6.3868 4.0724
H 0.7917 -5.3874 3.1798
H 0.7559 -6.2264 4.6859
H 1.0098 -4.5172 4.7478
H -1.3576 -4.8410 5.3769
H -2.5620 -3.8085 3.4243
H -1.2623 -4.2995 2.3520
H -0.6864 -1.1430 4.7059
H -0.7840 -2.5863 5.7101
H -2.2313 -1.9693 4.9091
H -1.3816 -6.6372 3.1518
H -2.7177 -6.1203 3.8652
C -3.5092 1.1952 5.8118
C -4.5150 0.9873 4.6725
C -3.8282 0.8121 3.3201
O -3.1600 2.0264 3.0561
C -2.3793 1.9483 1.8755
N -5.3914 -0.1699 4.9380
H -2.8218 2.0085 5.5794
H -2.9263 0.2717 5.8716
H -4.0436 1.4012 6.7369
H -5.1495 1.8689 4.5520
H -4.5373 0.5614 2.5229
H -3.1111 -0.0228 3.3678
H -3.0779 2.1637 1.0570
H -1.8915 0.9910 1.6784
H -1.6512 2.7567 1.8176
H -5.8566 0.0009 5.8306
H -4.7679 -0.9230 5.2429
C 0.9423 3.8334 -7.2361
C 1.7301 3.7952 -5.9460
C 1.7329 2.3883 -5.3647
O 0.4565 1.8712 -5.0615
C 0.5339 0.5802 -4.5097
N 3.1180 4.1735 -6.1629
H 1.5256 3.6099 -8.1290
H 0.5097 4.8228 -7.4266
H 0.0783 3.1664 -7.1848
H 1.2418 4.4267 -5.1929
H 2.4070 2.3359 -4.4954
H 2.1970 1.7347 -6.1224
H 1.1445 -0.1569 -5.0496
H -0.4647 0.1689 -4.3822
H 1.0536 0.6631 -3.5459
H 3.6873 3.8770 -5.3765
H 3.2723 5.1661 -6.2691
C -1.3380 4.9882 -4.1749
C -1.2826 4.0951 -2.9380
C -2.1804 2.8814 -2.9645
O -2.1073 2.2179 -1.7067
C -3.0034 1.1520 -1.6362
N 0.1255 3.6551 -2.7050
H -2.3439 5.4122 -4.1687
H -1.0776 4.5047 -5.1134
H -0.5844 5.7622 -4.0266
H -1.5087 4.7086 -2.0635
H -1.8917 2.1502 -3.7285
H -3.2214 3.1841 -3.1506
H -3.1530 0.7852 -0.6226
H -2.5834 0.3254 -2.2300
H -4.0227 1.2384 -2.0374
H 0.0789 3.0336 -1.8970
H 0.4523 3.0547 -3.4663
C 2.9307 -0.6392 4.8175
C 4.1121 -0.2393 3.9464
C 4.1409 -1.0549 2.6694
O 5.2608 -0.7282 1.8511
C 6.4989 -1.1757 2.3594
N 3.9723 1.1871 3.6053
H 2.8814 -0.1241 5.7753
H 2.9841 -1.7155 5.0307
H 1.9741 -0.5296 4.3025
H 5.0512 -0.4189 4.4845
H 3.2796 -0.9265 2.0130
H 4.1997 -2.1160 2.9484
H 6.9094 -0.4625 3.0841
H 7.1856 -1.2569 1.5194
H 6.4455 -2.1374 2.8812
H 4.6646 1.3287 2.8651
H 4.3008 1.7993 4.3455
C 0.1858 -1.0061 0.9314
C 0.1490 -0.2076 -0.3864
O 1.0575 -0.6494 -1.3664
O -0.8407 -2.0109 0.9003
H -0.0493 -0.3030 1.7408
H 1.1613 -1.4654 1.1113
H 0.3231 0.8273 -0.0935
H -0.8748 -0.3224 -0.7557
H 0.7409 -1.5248 -1.6641
H -0.7281 -2.4388 1.7698
C 2.5083 2.6341 0.3472
C 3.2684 3.5481 -0.5695
O 2.7872 3.4591 -1.9010
O 1.2100 3.1663 0.7009
H 3.0452 2.3018 1.2423
H 2.2971 1.6836 -0.1660
H 4.3434 3.3780 -0.5297
H 3.1112 4.5598 -0.1648
H 1.9083 3.8866 -1.8598
H 0.9418 2.6333 1.4558

Cartesian forces, eV/Å:
C 0.73 -0.19 0.24
C -1.32 -0.27 0.95
C -0.62 0.55 -0.06
O 0.24 -0.27 0.60
C -0.39 -0.09 -1.91
N 0.97 -0.12 -0.69
H -0.16 0.13 0.02
H -0.11 0.02 -0.10
H -0.02 0.10 -0.09
H 0.41 0.03 -0.04
H 0.41 -0.30 -0.18
H 0.07 0.02 -0.28
H -0.09 -0.33 0.67
H 0.03 0.15 0.03
H 0.40 0.31 0.65
H -0.38 0.04 -0.11
H -0.02 0.00 0.22
C 0.36 -0.90 1.11
C -0.49 -0.41 -0.63
C -0.18 0.96 0.15
O -0.14 -1.05 0.25
C 0.16 1.12 0.08
N 0.47 1.01 -0.77
H -0.20 0.41 -0.12
H -0.16 0.05 0.07
H 0.03 0.24 -0.36
H 0.39 0.17 0.05
H -0.08 -0.26 0.17
H 0.10 -0.26 0.06
H -0.11 0.01 0.22
H 0.16 -0.37 -0.27
H -0.06 -0.19 -0.23
H -0.20 -0.44 0.18
H -0.05 -0.31 0.20
C -0.09 0.05 -0.90
C -0.23 -0.02 -0.13
C 0.10 0.00 0.45
O 0.89 -0.44 0.13
C -0.97 0.84 -0.85
N 0.43 -0.18 0.64
H -0.05 0.05 0.11
H 0.06 0.04 0.37
H 0.15 -0.08 0.14
H -0.05 0.00 0.18
H -0.18 0.11 0.10
H 0.09 0.01 0.02
H 0.27 -0.28 -0.28
H -0.06 -0.13 0.37
H 0.08 -0.03 0.46
H -0.33 0.26 -0.31
H -0.06 -0.13 -0.49
C -0.88 0.59 -0.45
C -0.45 -0.08 0.47
C 1.17 -0.80 -0.68
O -0.25 0.30 -0.72
C 0.74 -0.17 1.00
N 0.55 -0.37 0.11
H 0.24 -0.32 0.23
H 0.16 0.05 0.14
H 0.13 -0.11 0.00
H -0.03 0.11 -0.10
H -0.27 0.14 0.20
H 0.01 0.01 0.02
H -0.13 0.36 -0.64
H -0.10 0.18 0.04
H -0.38 -0.22 0.21
H -0.04 0.11 0.00
H -0.30 0.07 -0.04
C -0.18 -0.08 0.82
C 1.86 -0.57 -0.17
C -0.65 -0.07 0.03
O -0.70 0.78 0.36
C 0.02 -1.68 -0.49
N -0.35 -0.07 0.40
H 0.12 0.23 -0.58
H -0.34 -0.33 0.00
H -0.21 0.22 0.01
H -0.35 -0.06 -0.02
H 0.12 0.28 -0.29
H 0.01 -0.05 -0.02
H 0.45 0.24 0.15
H -0.04 -0.17 0.13
H 0.13 1.02 -0.14
H 0.13 0.06 0.03
H -0.43 0.28 0.13
C -0.09 -1.14 0.01
C -0.84 0.79 0.41
C 0.65 -0.32 -0.19
O -0.16 -0.27 0.07
C 0.20 0.34 0.22
N 0.82 -0.06 -0.77
H 0.11 0.19 -0.08
H 0.13 0.10 0.17
H 0.11 0.39 -0.14
H -0.06 -0.19 0.06
H -0.18 0.27 0.31
H -0.06 -0.02 -0.04
H 0.07 0.04 -0.07
H 0.02 -0.01 0.01
H -0.24 -0.11 -0.20
H -0.30 0.24 -0.06
H -0.21 -0.22 0.25
C -0.71 0.19 -0.55
C -0.28 -0.77 0.91
O 0.21 -0.08 0.11
O 0.76 -0.09 0.39
H 0.19 -0.07 0.16
H 0.10 0.14 -0.10
H 0.20 0.16 -0.67
H -0.07 0.31 0.05
H -0.08 0.50 0.02
H -0.43 0.22 -0.38
C -0.53 -1.68 0.11
C -0.43 0.62 0.43
O 0.06 0.42 0.53
O 0.62 0.14 0.05
H 0.17 0.65 0.10
H 0.36 0.14 -0.33
H -0.04 -0.36 -0.20
H 0.12 0.06 -0.18
H 0.11 -0.18 -0.70
H -0.24 0.19 0.03

Computed properties:
Energy relative to the best compared isomer or geometry (same formula, charge and spin) in kJ/mol: 452.8
Total charge: 0
SMILES: COC[C@H](C)N.COC[C@H](C)N.COC[C@H](C)N.COC[C@H](C)N.COC[C@H](C)N.COC[C@H](C)N.OCCO.OCCO
Gap between HOMO and LUMO in eV: 9.38

# 2
This record from the Open Molecules 2025 dataset describes a 8-piece molecular cluster, C28H78N6O8 overall at a distorted geometry. The level of theory is ωB97M-V/def2-TZVPD.

Atoms and positions in Å:
C 4.9931 0.0435 0.5646
C 4.9974 1.0233 1.7322
O 6.1474 0.8418 2.5701
H 5.7903 0.1752 -0.1692
H 4.1572 0.4168 -0.0485
H 4.8039 -0.9913 0.8311
H 4.1110 0.8069 2.3279
H 5.0092 2.0612 1.4025
H 6.7571 1.5749 2.4921
C 4.1122 6.6957 -2.9319
C 4.5268 8.0719 -2.4582
O 5.5404 8.0268 -1.4627
H 4.9515 6.1448 -3.3654
H 3.3818 6.7466 -3.7480
H 3.5757 6.0651 -2.2192
H 3.7074 8.5679 -1.9272
H 4.8263 8.6587 -3.3320
H 5.9482 7.1579 -1.4224
C 2.7616 -5.5041 -2.1512
C 3.9399 -5.3027 -1.2134
C 3.8906 -4.0632 -0.3396
O 2.8357 -4.1971 0.5938
C 2.8525 -3.2362 1.6202
N 4.0809 -6.5567 -0.4171
H 2.5034 -4.6072 -2.7194
H 1.8781 -5.8131 -1.5902
H 2.9625 -6.2932 -2.8747
H 4.8693 -5.2966 -1.7917
H 3.7606 -3.1478 -0.9334
H 4.8378 -3.9427 0.2057
H 2.0034 -3.4568 2.2658
H 2.7561 -2.2188 1.2249
H 3.7615 -3.2592 2.2307
H 3.3916 -6.5118 0.3315
H 4.9920 -6.4810 0.0324
C -2.1969 -4.1212 -1.2069
C -0.6812 -3.9711 -1.2023
C -0.3177 -2.6742 -1.9178
O 1.0589 -2.3605 -2.0775
C 1.3824 -1.2340 -2.8454
N -0.1896 -3.9484 0.1815
H -2.6580 -3.6167 -0.3589
H -2.5633 -5.1431 -1.3097
H -2.6642 -3.6698 -2.0945
H -0.2096 -4.8215 -1.6930
H -0.7583 -1.8433 -1.3563
H -0.7959 -2.6301 -2.9051
H 2.4429 -0.9991 -2.8057
H 0.7119 -0.4241 -2.5363
H 1.1714 -1.3449 -3.9209
H 0.8034 -4.1975 0.2132
H -0.1566 -2.9756 0.4789
C -3.7708 -3.1574 6.3504
C -3.9482 -3.7944 4.9657
C -2.6871 -3.7563 4.1283
O -2.1960 -2.4411 4.0438
C -1.1883 -2.3274 3.0422
N -4.3525 -5.2153 5.1574
H -3.9485 -2.0816 6.3359
H -2.7781 -3.3074 6.7748
H -4.4914 -3.6250 7.0228
H -4.7484 -3.2673 4.4324
H -2.9402 -4.1520 3.1314
H -1.9246 -4.4641 4.4772
H -1.1280 -1.2774 2.7426
H -1.3643 -3.0069 2.2117
H -0.2444 -2.4922 3.5796
H -4.4568 -5.5538 4.1938
H -5.3236 -5.2046 5.4642
C 0.6314 -0.2988 0.2203
C 0.7478 0.9854 1.0468
C 1.0745 2.1770 0.1578
O 2.3118 2.0772 -0.5201
C 2.5144 3.1083 -1.4447
N -0.4842 1.2313 1.7982
H 1.5536 -0.5836 -0.2738
H -0.1767 -0.1995 -0.5044
H 0.3702 -1.0632 0.9552
H 1.5671 0.7724 1.7427
H 1.0656 3.0912 0.7645
H 0.2640 2.2708 -0.5732
H 1.7686 3.0873 -2.2450
H 3.5007 2.9991 -1.8943
H 2.5119 4.1122 -1.0051
H -0.5269 2.1843 2.1406
H -1.2349 1.0987 1.1196
C -6.2695 3.5463 2.2199
C -5.1735 2.5060 2.3125
C -5.0425 1.5824 1.0696
O -4.0260 0.6345 1.2480
C -4.3327 -0.4257 2.1285
N -3.8749 3.1487 2.5868
H -6.0420 4.3790 1.5534
H -6.5015 3.9503 3.2042
H -7.1829 3.0785 1.8415
H -5.3073 1.8268 3.1572
H -4.8065 2.1887 0.1891
H -5.9833 1.0854 0.7903
H -4.4584 -0.1491 3.1805
H -3.4763 -1.0900 2.0757
H -5.2656 -0.9435 1.8799
H -3.1630 2.4206 2.5345
H -3.6588 3.7484 1.7895
C -1.5765 2.6317 -2.3715
C -2.3241 2.9220 -3.6500
C -1.7165 4.0875 -4.4718
O -0.4303 3.6625 -4.9009
C 0.4795 4.7301 -5.0456
N -2.3173 1.6612 -4.4336
H -0.5079 2.5487 -2.6025
H -1.8961 1.7214 -1.8733
H -1.5933 3.5162 -1.7254
H -3.3673 3.1702 -3.4332
H -1.8689 5.0405 -3.9564
H -2.2932 4.1814 -5.4019
H 0.1654 5.4088 -5.8518
H 1.4595 4.4006 -5.3918
H 0.5698 5.2905 -4.1123
H -1.3225 1.5432 -4.6516
H -2.6572 1.8458 -5.3802

Cartesian forces, eV/Å:
C -0.97 1.42 -1.02
C 1.16 -0.61 0.00
O -0.16 -0.43 0.36
H 0.59 -0.29 0.58
H -0.34 -0.51 0.17
H 0.28 -0.03 0.11
H -0.04 0.31 0.16
H -0.46 -0.02 -0.24
H -0.08 0.13 -0.15
C -0.68 -0.44 -0.75
C -0.42 -0.42 0.66
O 0.41 0.10 -0.01
H 0.11 -0.01 0.24
H 0.14 0.40 -0.09
H 0.47 0.17 0.48
H -0.17 0.07 -0.56
H 0.17 0.13 0.22
H -0.03 -0.01 -0.20
C -0.27 0.33 -0.23
C 0.27 -1.30 -0.02
C 0.04 0.34 0.05
O 0.12 -0.17 -0.02
C -0.15 0.21 0.10
N 0.17 0.82 0.08
H 0.03 0.09 0.17
H -0.02 0.07 0.08
H 0.17 -0.09 0.14
H -0.13 0.50 -0.16
H -0.15 -0.05 -0.08
H 0.03 -0.16 0.00
H -0.03 0.08 0.02
H -0.10 0.00 -0.08
H 0.13 -0.22 -0.12
H 0.07 -0.13 -0.03
H -0.16 -0.32 0.16
C -0.78 0.27 -1.02
C 0.73 0.27 0.32
C -0.36 1.17 -1.13
O 0.90 -1.48 0.56
C -1.42 0.17 -0.72
N 0.62 -0.01 0.17
H 0.10 -0.20 0.19
H 0.35 -0.17 0.65
H 0.33 0.26 0.04
H -0.04 0.00 -0.18
H -0.33 -0.08 0.10
H -0.01 -0.23 -0.08
H -0.03 0.01 0.64
H 0.55 0.47 0.07
H -0.13 -0.46 0.05
H -0.31 -0.18 -0.21
H -0.29 -0.06 0.04
C -0.16 0.06 -0.11
C 0.02 -0.13 1.01
C -0.18 -0.40 -0.45
O -0.53 -0.07 -0.51
C 0.31 0.71 1.35
N -0.13 0.40 -1.17
H -0.01 -0.04 -0.08
H 0.05 -0.20 -0.15
H -0.02 0.15 0.11
H 0.18 0.24 -0.06
H -0.03 0.25 -0.17
H 0.02 0.13 0.51
H -0.32 -0.09 -0.22
H 0.17 -0.03 -0.03
H 0.24 -0.51 -0.60
H 0.20 -0.40 0.34
H 0.15 -0.01 0.32
C -0.45 0.46 1.01
C 0.94 -0.32 -0.35
C -0.09 0.40 0.00
O 0.10 -0.38 0.33
C 0.18 0.30 -0.34
N 0.01 -0.51 -0.72
H 0.05 0.15 -0.04
H 0.02 -0.02 -0.04
H -0.06 -0.24 -0.28
H 0.02 0.48 0.14
H 0.04 0.12 0.06
H -0.06 0.02 -0.04
H -0.10 -0.02 -0.05
H 0.01 -0.29 0.02
H -0.23 -0.04 0.32
H 0.01 0.00 0.01
H -0.29 0.21 0.42
C -0.53 -0.47 0.05
C 0.98 -0.45 -0.39
C -0.81 0.63 0.08
O 0.22 0.00 -0.12
C 0.01 -0.21 0.31
N 0.05 0.03 -0.43
H 0.27 -0.07 -0.05
H 0.11 0.08 -0.01
H -0.03 0.05 0.02
H -0.51 0.19 0.11
H 0.37 0.02 0.07
H -0.11 -0.07 0.39
H 0.25 0.38 -0.04
H -0.14 -0.26 0.03
H 0.08 -0.04 -0.45
H -0.07 0.04 0.21
H -0.04 0.12 0.17
C 0.91 1.05 -0.03
C -0.34 -0.41 -0.78
C -1.08 -1.36 -0.58
O 0.61 0.68 0.69
C -0.07 0.50 -0.61
N 0.72 0.53 -0.52
H -0.11 -0.35 -0.15
H -0.24 0.09 0.07
H -0.37 -0.26 0.30
H 0.02 0.06 0.01
H 1.02 0.09 0.22
H -0.33 0.09 0.14
H -0.27 0.13 0.23
H -0.07 -0.54 0.39
H 0.13 0.06 0.01
H -0.13 -0.42 0.29
H -0.46 0.02 0.28

Computed properties:
Energy relative to the best compared isomer or geometry (same formula, charge and spin) in kJ/mol: 187.1
Total charge: 0
SMILES: COC[C@H](C)N.COC[C@H](C)N.COC[C@H](C)N.COC[C@H](C)N.COC[C@H](C)N.COC[C@H](C)N.CCO.CCO
Gap between HOMO and LUMO in eV: 9.47